(1)
Computed, not measured: a structure of composition C41H41GeN5Sr at a distorted geometry, with ωB97M-V with the def2-TZVPD basis set.

## Properties
LUMO: 3.560 eV
maximum force: 5.2 eV Å⁻¹
relative energy (zero: lowest compared OMol25 entry of this formula, charge and spin): 0.00 kcal/mol
net charge: -2

Cartesian coordinates (Å):
Sr (-1.33114, 1.34032, -4.92985)
Ge (3.32310, -0.47474, 3.73066)
N (3.29577, 11.45966, 2.72427)
N (2.59019, 10.23656, 2.99770)
N (-2.36750, -1.53532, -3.48249)
N (-2.93669, 0.72931, -2.87233)
N (-4.07725, -1.14965, -1.93033)
C (-3.48644, 4.05803, -1.25975)
C (0.13695, 1.29038, 6.48265)
C (6.80807, 1.79459, 2.01042)
C (-0.22805, -0.30870, -3.51148)
C (2.58871, -5.19830, 4.62119)
C (1.70717, -1.29232, -4.65302)
C (6.40616, -0.03230, -0.12449)
C (2.22303, 0.72638, 5.72828)
C (-4.05515, 3.30502, -3.59165)
C (-3.50165, 3.00295, -2.22124)
C (-0.41453, -2.50263, -4.60897)
C (-3.40110, -4.11810, -1.39347)
C (-4.59186, -3.60580, -2.13891)
C (-3.24122, 1.67236, -1.82972)
C (3.15160, -2.52327, 4.09600)
C (5.59859, -0.18114, 1.04769)
C (0.95729, -2.42098, -4.96031)
C (1.95424, -4.59787, 3.54468)
C (-1.26127, -3.48537, -5.38396)
C (-0.99650, -1.42527, -3.87742)
C (0.33041, 0.32816, 4.25748)
C (1.48500, 1.09325, 6.77751)
C (-0.45383, 0.95799, 5.21196)
C (3.60011, -4.54558, 5.34410)
C (-5.44711, -4.58711, -2.64584)
C (7.38841, 0.98098, -0.23192)
C (-3.53528, 3.70606, 0.10610)
C (-5.77462, -1.93729, -3.51103)
C (-4.86206, -2.24826, -2.46790)
C (-3.09676, -0.57354, -2.77415)
C (1.72687, 0.34928, 4.50822)
C (5.08672, 0.53886, 3.34960)
C (-3.60892, 2.38465, 0.43488)
C (-6.53052, -2.93308, -4.07772)
C (-6.44315, -4.27322, -3.57940)
C (5.82831, 0.64937, 2.17205)
C (1.12220, -0.29242, -3.87628)
C (7.71069, 1.68751, 0.93457)
C (3.89401, -3.18604, 5.09500)
C (2.18040, -3.22198, 3.34175)
C (-3.09685, 1.44060, -0.46987)
H (-0.52441, 1.67632, 7.27935)
H (1.84341, 1.12346, 7.81860)
H (2.73855, -1.18184, -4.91243)
H (-7.18349, -5.00669, -3.88110)
H (-7.13307, -2.65746, -4.96564)
H (-2.69035, -2.49331, -3.32597)
H (-2.09177, -2.89837, -5.79990)
H (2.37699, -6.25846, 4.87409)
H (0.00270, 0.04603, 3.24587)
H (-3.69126, -4.48549, -0.38069)
H (6.00378, -0.46631, -1.07014)
H (6.97622, 2.49525, 2.80388)
H (-3.01287, -4.98334, -1.96947)
H (1.34255, -3.34399, -5.43579)
H (-2.59771, -3.39828, -1.18670)
H (-4.51013, 2.40896, -4.06189)
H (4.12793, -5.13890, 6.07049)
H (-4.80768, 4.13812, -3.53097)
H (4.94075, -1.06227, 1.11374)
H (5.34330, 1.20000, 4.17636)
H (2.86015, 9.74947, 3.83994)
H (1.61444, 10.41643, 3.13572)
H (-5.75041, -0.87510, -3.85359)
H (1.43374, -5.22000, 2.81358)
H (1.57318, -2.62365, 2.57308)
H (-3.48599, 5.06395, -1.67974)
H (-0.69410, -3.91273, -6.21857)
H (-4.07675, 2.17562, 1.39138)
H (1.64202, 0.59844, -3.63869)
H (4.65671, -2.67715, 5.74615)
H (-4.68017, -0.42516, -1.59313)
H (-5.27989, -5.63797, -2.29475)
H (4.02370, 11.23392, 2.06450)
H (7.85487, 1.17676, -1.20824)
H (-2.66808, 0.53407, -0.02778)
H (8.56391, 2.42336, 0.83634)
H (-1.50951, 1.17000, 5.04807)
H (-3.25032, 3.69254, -4.23201)
H (-3.68523, 4.53772, 0.82006)
H (-1.62139, -4.34254, -4.80146)
H (2.67114, 12.14658, 2.30418)

***

(2)
Computed, not measured: a structure of composition C41H41N4O2PtS, with ωB97M-V with the def2-TZVPD basis set.

## Properties
LUMO (alpha / beta): 2.341 / 2.340 eV
maximum force: 0.9 eV Å⁻¹
relative energy (zero: lowest compared OMol25 entry of this formula, charge and spin): 0.00 kcal/mol
net charge: -1
2S+1: 3

Cartesian coordinates (Å):
Pt (0.85401, 0.45053, 0.36967)
S (-1.86271, -2.68713, -0.77541)
O (1.13423, 0.47954, -1.77115)
O (0.87612, 0.19092, 2.32124)
N (-0.86629, -1.97753, 0.21418)
N (-0.62248, 1.74983, 0.62804)
N (2.42094, -0.75102, 0.13002)
N (3.01115, -1.52959, 1.02554)
C (3.73357, -3.52396, 5.32548)
C (-1.40201, -2.98732, -3.51095)
C (-2.60531, 1.33415, 2.56365)
C (4.39158, -1.06535, -1.31971)
C (1.57232, -0.76394, 2.89827)
C (-3.69404, 3.38460, 1.56952)
C (-0.17745, 4.07133, -1.99466)
C (4.98794, -0.83237, -2.55044)
C (-0.13730, 4.57677, -0.55355)
C (-5.20804, -0.96670, -2.32884)
C (-2.46932, 4.89654, 0.21103)
C (-4.91276, 0.38825, -2.24170)
C (-3.69049, 0.80709, -1.73055)
C (-3.06339, 1.74220, 3.96722)
C (-0.83689, -2.81607, -2.25305)
C (1.20528, 4.25267, 0.09684)
C (3.09921, -0.59637, -1.05401)
C (0.80711, -3.03830, -4.46403)
C (5.07028, -4.14699, 3.43689)
C (-4.27837, -1.91197, -1.91338)
C (2.99594, -2.62570, 4.52410)
C (-3.05379, -1.48266, -1.42563)
C (-3.45966, 0.15926, 2.07819)
C (0.25810, 0.66311, -2.88487)
C (1.36019, -2.87588, -3.20269)
C (4.75207, -4.27378, 4.80099)
C (-1.45841, 2.75969, 0.77708)
C (-0.57385, -3.09835, -4.61695)
C (2.59720, -1.55457, 2.30301)
C (2.43314, 0.08418, -2.08547)
C (4.37040, -3.27741, 2.63954)
C (4.32261, -0.12670, -3.54403)
C (-2.75971, -0.13527, -1.31865)
C (0.53715, -2.76823, -2.08633)
C (-2.61448, 2.52746, 1.61587)
C (-3.66517, 4.56520, 0.83239)
C (1.92971, -1.85257, 5.05785)
C (3.02806, 0.33393, -3.30059)
C (-1.35487, 4.06887, 0.19546)
C (3.31703, -2.49120, 3.15494)
C (1.25044, -0.98074, 4.26370)
H (3.47639, -3.60660, 6.37624)
H (-4.13693, 1.94919, 3.98662)
H (0.39184, -0.16347, -3.58535)
H (1.22877, 4.58805, 1.13529)
H (-2.87044, 0.93674, 4.68017)
H (-3.00023, -0.32734, 1.22406)
H (4.90598, -1.60866, -0.54112)
H (-0.22568, 5.66795, -0.57081)
H (-1.56824, 0.99257, 2.62500)
H (-0.17926, 2.98660, -1.97018)
H (-2.38301, 5.86137, -0.28249)
H (2.43494, -2.82109, -3.07994)
H (-1.12312, -2.22022, 1.16814)
H (-0.75521, 0.65695, -2.50580)
H (0.45363, 1.60830, -3.38711)
H (5.87174, -4.74111, 3.01426)
H (-2.54322, 2.63998, 4.30393)
H (-1.08889, 4.40499, -2.49461)
H (-4.45428, 0.50470, 1.78123)
H (-6.17080, -1.29044, -2.70438)
H (-4.58179, 3.14495, 2.14754)
H (5.30630, -4.96089, 5.42894)
H (1.40244, 3.17942, 0.09832)
H (-3.57980, -0.58460, 2.87187)
H (-5.64687, 1.12033, -2.55380)
H (-2.47737, -3.01527, -3.63291)
H (4.79030, 0.07396, -4.49840)
H (1.66573, -1.96130, 6.10358)
H (-1.83628, 0.16924, -0.83378)
H (0.94332, -2.61107, -1.09507)
H (-4.50608, -2.97049, -1.97284)
H (2.01691, 4.74028, -0.45006)
H (5.99343, -1.19303, -2.72982)
H (-1.00801, -3.22051, -5.60137)
H (1.45022, -3.10502, -5.33277)
H (0.68908, 4.41105, -2.57128)
H (-4.51837, 5.23026, 0.80038)
H (-3.46838, 1.86138, -1.61377)
H (4.61447, -3.17717, 1.59167)
H (2.49958, 0.88606, -4.06596)
H (0.43818, -0.38440, 4.66233)